No. 1
13
Properties=species:S:1:pos:R:3:forces:R:3:lowdin_charge:R:1 method="wB97M-V/def2-TZVPD" total_energy_ev=-6323.5899 e_above_lowest_kcal_mol=36.4 homo_energy_ev=-9.5 gap_ev=10.7
C 0.8266 1.2064 -0.0814 0.744 1.863 -0.211 -0.0970
C 0.4406 -0.1821 0.1024 0.552 -3.159 -0.597 -0.3611
C -0.7089 -0.4739 1.0385 -0.824 0.582 1.437 -0.1749
O -1.5076 -1.0362 -0.0108 -0.662 0.075 0.417 -0.1025
C -0.4956 -0.7857 -0.9792 0.454 -0.122 0.594 -0.1605
H 1.6369 1.4901 0.6249 -0.718 0.126 -0.204 0.0885
H -0.0745 1.8905 0.0212 1.255 -0.605 -0.319 0.1113
H 1.2987 1.2531 -1.0784 -0.355 0.581 0.223 0.0876
H 1.3180 -0.8810 0.1737 -0.590 0.825 0.444 0.1529
H -1.1046 0.4655 1.5488 0.008 -0.864 -0.962 0.1309
H -0.6299 -1.1872 1.8579 0.473 -0.219 -0.047 0.1104
H -0.1951 -1.6825 -1.5230 0.202 -0.152 0.261 0.1178
H -0.8046 -0.0769 -1.6945 -0.539 1.071 -1.036 0.0965

No. 2
16
Properties=species:S:1:pos:R:3:forces:R:3:lowdin_charge:R:1 method="wB97M-V/def2-TZVPD" total_energy_ev=-18657.3624 e_above_lowest_kcal_mol=14.0 homo_energy_ev=-2.6 gap_ev=5.4 total_charge=-1
C -0.4506 -0.6384 0.2093 -0.309 -1.015 -0.093 -0.3871
C 0.2482 -1.8404 0.8672 1.465 0.512 1.373 -0.6975
S 1.3752 -1.2556 2.2655 -0.130 -0.170 -0.554 0.0501
N -0.9458 0.3559 1.1780 -0.228 -0.349 -1.615 -0.0694
H 0.2031 -0.1651 -0.5201 0.309 0.188 0.158 0.0897
H -1.2769 -1.0444 -0.3782 -0.370 0.239 -0.065 0.0898
H -0.4090 -2.5490 1.3633 -0.648 0.093 -0.233 0.0107
H 0.8901 -2.4366 0.2109 -0.307 0.334 -0.385 0.0194
H -1.6827 -0.1059 1.6925 0.482 0.072 0.807 0.0779
H -0.0994 0.5829 1.6995 -0.424 -0.257 0.916 -0.0071
H -0.0848 2.1080 -4.9327 0.004 -0.416 -0.121 0.0368
H 1.3641 1.7810 -5.1621 -0.184 -0.333 -0.080 0.0349
O 0.4800 1.4046 -5.2910 0.172 0.742 0.205 -0.0720
H -1.7136 1.6500 0.3411 0.757 0.576 -0.773 -0.0102
H -1.0714 2.2701 -0.9674 -0.179 -0.168 0.397 -0.0022
O -1.7731 2.4209 -0.3210 -0.411 -0.048 0.064 -0.1637

No. 3
65
Properties=species:S:1:pos:R:3:forces:R:3:lowdin_charge:R:1 method="wB97M-V/def2-TZVPD" total_energy_ev=-404345.0939 homo_energy_ev=-8.6 gap_ev=8.5
C -0.3063 4.9708 0.9197 0.430 0.231 0.233 -0.0472
O 0.7579 4.0412 1.1681 -0.403 0.349 -0.038 -0.0186
B 0.5027 2.7330 0.9994 0.193 -0.707 0.091 -0.8183
O -0.7724 2.2791 0.7910 -0.245 0.450 -0.318 0.1158
Si 2.0935 1.4914 1.1291 0.756 0.701 0.195 0.5156
O 2.8245 1.2698 -0.3663 -0.729 -0.283 0.222 -0.4326
Si 1.9067 0.7174 -1.6105 0.729 0.387 -0.286 0.2431
C 1.5493 2.0019 -2.9558 -0.383 -0.202 -0.011 -0.8376
Br 1.8333 3.8317 -2.3743 0.019 0.033 -0.007 0.7639
C 0.1632 1.7308 -3.5588 0.302 0.289 0.378 -0.8453
C -0.9948 2.5075 -2.9486 -0.335 -0.561 -0.273 -0.1609
Br 0.2327 1.9580 -5.4982 -0.119 0.020 -0.107 0.6934
P 3.0091 -1.0502 -2.5437 -0.322 -1.217 0.190 0.3783
O 2.9142 -0.8444 -4.1910 0.326 0.414 0.493 -0.4621
Br 5.1257 -0.5152 -2.0541 -0.165 0.225 -0.161 0.2688
C 1.6634 -0.1653 1.9022 -0.219 0.076 0.360 -0.7789
Br 1.9968 -1.7891 0.9513 0.012 0.186 0.077 0.7433
C 1.1384 -0.2478 3.1282 0.173 -0.399 -0.445 -0.8130
C 0.7476 -1.4862 3.8681 -0.342 0.526 -0.073 -0.1560
Br 0.8302 1.3627 4.0786 0.019 0.267 -0.009 0.8373
H -0.4051 5.1250 -0.1477 -0.150 -0.058 -0.246 0.0831
H -0.0280 5.9104 1.3753 0.165 0.215 0.098 0.0904
H -1.2401 4.6526 1.3592 -0.256 -0.253 -0.009 0.0890
H -0.7993 1.3657 0.5107 -0.078 -0.332 0.122 0.0786
H 3.0995 2.1311 2.0025 0.103 -0.121 -0.067 0.0203
H 0.6288 0.1591 -1.1050 -0.135 0.107 -0.001 0.0157
H 2.2703 1.8351 -3.7416 0.361 0.033 -0.108 0.0116
H -0.0462 0.6776 -3.4217 0.077 -0.357 -0.224 0.0568
H -0.7648 2.8917 -1.9660 0.154 0.220 0.203 0.0363
H -1.8377 1.8340 -2.8378 -0.226 -0.109 0.002 0.0829
H -1.3254 3.2893 -3.6143 0.090 0.479 0.050 0.0603
H 3.7717 -0.5324 -4.4996 0.013 0.217 -0.407 0.0216
H 0.0887 -2.0606 3.2294 0.058 -0.441 -0.149 0.0708
H 0.1830 -1.2253 4.7513 -0.026 0.005 0.299 0.0522
H 1.6229 -2.0519 4.1544 0.181 -0.306 -0.020 0.0853
C -2.9025 2.6041 8.1633 -0.147 -0.073 -0.097 -0.0783
C -1.9524 1.6723 7.4290 0.096 0.134 0.035 -0.2876
O -2.4064 0.3350 7.3481 0.067 -0.096 0.058 -0.1627
C -3.6111 0.1413 6.6327 -0.088 -0.053 -0.108 -0.2806
C -3.5247 0.5438 5.1688 0.059 0.132 0.045 -0.0764
H -3.1778 2.1820 9.1303 0.052 0.012 0.032 0.0823
H -2.4295 3.5731 8.3235 0.025 -0.001 0.005 0.0761
H -3.8218 2.7739 7.6004 0.015 0.042 -0.009 0.0663
H -1.0068 1.6233 7.9691 0.010 -0.082 -0.003 0.1184
H -1.7246 2.0597 6.4289 -0.033 0.033 0.006 0.0933
H -4.4412 0.6587 7.1270 0.001 0.032 -0.029 0.1079
H -3.8191 -0.9263 6.7041 0.047 -0.017 0.047 0.1176
H -3.4313 1.6242 5.0482 -0.036 -0.003 -0.020 0.0683
H -4.4233 0.2281 4.6384 -0.009 -0.020 0.003 0.0767
H -2.6562 0.0816 4.6971 -0.013 -0.046 -0.007 0.0695
C 1.3614 -2.9051 -6.7508 -0.062 -0.174 -0.091 -0.0735
C 1.4078 -3.5186 -5.3615 0.039 -0.006 -0.144 -0.2823
O 0.1959 -4.1450 -4.9759 -0.027 0.074 0.126 -0.1598
C -0.2092 -5.2396 -5.7732 -0.045 -0.113 -0.040 -0.2862
C 0.7710 -6.4015 -5.7650 0.121 0.095 -0.027 -0.0816
H 0.4854 -2.2635 -6.8539 0.028 0.061 0.038 0.0829
H 2.2568 -2.3089 -6.9269 0.002 0.026 0.028 0.0722
H 1.3105 -3.6660 -7.5321 0.045 0.016 -0.011 0.0660
H 1.5832 -2.7297 -4.6394 -0.112 -0.019 0.143 0.0700
H 2.2478 -4.2179 -5.2724 -0.007 -0.009 -0.048 0.1124
H -0.4124 -4.9144 -6.8001 0.035 -0.019 -0.014 0.1070
H -1.1608 -5.5655 -5.3526 -0.008 0.051 0.043 0.1166
H 1.6992 -6.1534 -6.2820 -0.014 -0.025 -0.031 0.0654
H 0.3340 -7.2659 -6.2656 -0.021 -0.005 0.002 0.0747
H 1.0242 -6.6783 -4.7410 -0.048 -0.027 0.016 0.0813